Entry 1:
ORCA calculation (ωB97M-V/def2-TZVPD) on one molecule with the formula C10H19N3Si in a non-equilibrium geometry.

## Properties
- Net charge: 0
- Strongest force on any atom: 0.0864 Eh/bohr
- Energy relative to the best compared isomer or geometry (same formula, charge and spin): 21.0 kcal per mole
- Orbital gap: 8.7 eV
- Structure (SMILES): CN[Si](NC)(c1ccccc1)N(C)C
- Highest occupied orbital energy: -7.9 eV

Each line ends with the Löwdin charge.
CARTESIAN COORDINATES (ANGSTROEM)
C  -1.132  4.109  -0.944  -0.09
C  0.215  3.938  -0.801  -0.12
C  -2.046  3.072  -0.664  -0.08
C  0.752  2.725  -0.418  -0.10
C  -1.513  1.865  -0.333  -0.12
C  -0.093  1.613  -0.218  -0.20
C  -0.740  0.024  2.930  -0.15
C  2.562  -0.252  -1.473  -0.26
C  -0.966  -2.611  0.067  -0.16
C  -0.982  -1.292  -1.942  -0.12
N  0.420  -0.444  2.092  -0.17
N  2.385  -0.417  -0.030  -0.16
N  -0.528  -1.371  -0.506  -0.30
Si  0.354  -0.138  0.350  0.60
H  -1.602  5.088  -1.305  0.13
H  0.997  4.755  -0.962  0.13
H  -3.083  3.203  -0.631  0.09
H  1.848  2.659  -0.399  0.11
H  -2.179  1.075  -0.231  0.07
H  -1.085  0.906  2.395  0.05
H  -1.502  -0.733  2.772  0.05
H  -0.587  -0.030  4.029  0.09
H  3.529  -0.802  -1.822  0.10
H  1.674  -0.677  -2.090  0.06
H  2.655  0.733  -1.843  0.02
H  -0.967  -3.308  -0.850  0.09
H  -0.300  -3.019  0.824  0.07
H  -2.051  -2.561  0.451  0.10
H  -0.599  -2.271  -2.347  0.08
H  -2.147  -1.307  -2.029  0.11
H  -0.700  -0.482  -2.511  0.03
H  1.336  -0.040  2.392  0.07
H  2.789  -1.252  0.332  0.01

Atoms 1-6, force components in eV/Å:
C -2.474 1.771 -0.578
C 1.943 1.431 -0.198
C 2.485 0.823 0.002
C 0.050 -1.439 -0.092
C 2.503 -0.166 -0.051
C -1.142 0.370 -0.033

=====

Entry 2:
ORCA calculation (ωB97M-V/def2-TZVPD) on a 2-piece molecular cluster, H3N2O2P overall in a non-equilibrium geometry.

## Properties
- Net charge: 0
- Strongest force on any atom: 0.0774 Eh/bohr
- Energy relative to the best compared isomer or geometry (same formula, charge and spin): 122.0 kcal per mole
- Orbital gap (spin up / spin down): 8.6 / 8.6 eV
- Highest occupied orbital energy (spin up / spin down): -9.7 / -9.7 eV

Each line ends with the Löwdin charge.
CARTESIAN COORDINATES (ANGSTROEM)
N  -0.862  -0.125  -1.052  -0.27
N  1.088  -0.523  0.646  -0.68
O  0.342  -1.345  1.103  0.00
O  2.230  -0.400  1.060  -0.03
P  0.561  0.601  -0.604  0.91
H  -1.580  -0.518  -0.503  0.04
H  -1.453  0.527  -1.488  0.01
H  -0.327  1.785  0.839  0.02

Atoms 1-6, force components in eV/Å:
N 0.314 -0.510 -0.771
N 0.970 -1.094 1.940
O -1.258 -0.773 -0.088
O 0.308 0.756 -0.705
P -1.999 3.104 1.493
H 0.101 -1.305 1.861

=====

Entry 3:
ORCA calculation (ωB97M-V/def2-TZVPD) on C42H72N2P3ScSi as an isolated structure in a non-equilibrium geometry.

## Properties
- Net charge: +2
- Strongest force on any atom: 0.0208 Eh/bohr
- Energy relative to the best compared isomer or geometry (same formula, charge and spin): 0.0 kcal per mole
- Orbital gap: 7.3 eV
- Highest occupied orbital energy: -12.7 eV

Each line ends with the Löwdin charge.
CARTESIAN COORDINATES (ANGSTROEM)
Sc  0.114  0.226  -0.339  0.64
C  -1.721  -1.015  2.957  -0.21
Si  -0.841  -1.561  1.392  0.55
C  0.591  -2.676  1.904  -0.31
C  0.327  -4.008  2.260  -0.07
C  1.318  -4.832  2.773  -0.04
C  2.605  -4.335  2.958  -0.04
C  2.890  -3.028  2.604  -0.11
C  1.905  -2.197  2.061  -0.38
P  2.324  -0.492  1.567  1.08
C  2.633  0.483  3.109  -0.41
C  3.779  0.015  4.038  -0.17
C  3.379  -0.897  5.202  -0.18
C  2.190  -0.329  5.967  -0.19
C  1.007  -0.219  5.014  -0.20
C  1.315  0.768  3.885  -0.20
C  3.933  -0.535  0.568  -0.39
C  4.980  0.562  0.907  -0.18
C  6.228  0.102  1.661  -0.19
C  6.838  -1.140  1.025  -0.18
C  5.823  -2.278  1.049  -0.18
C  4.566  -1.916  0.249  -0.19
C  -2.133  -2.629  0.527  -0.31
C  -2.977  -3.429  1.320  -0.10
C  -3.988  -4.201  0.767  -0.05
C  -4.192  -4.174  -0.608  -0.05
C  -3.377  -3.387  -1.408  -0.09
C  -2.347  -2.616  -0.856  -0.36
P  -1.209  -1.687  -1.955  1.04
C  -0.074  -2.970  -2.628  -0.44
C  -0.705  -3.988  -3.577  -0.18
C  0.381  -4.943  -4.091  -0.18
C  1.088  -5.656  -2.938  -0.18
C  1.702  -4.645  -1.969  -0.18
C  0.637  -3.675  -1.457  -0.21
C  -2.328  -1.167  -3.322  -0.42
C  -1.594  -0.695  -4.600  -0.18
C  -1.401  0.817  -4.620  -0.21
C  -2.753  1.562  -4.612  -0.17
C  -3.873  0.749  -3.938  -0.17
C  -3.338  -0.113  -2.796  -0.19
H  -1.680  -1.820  3.699  0.05
H  -1.276  -0.131  3.425  0.00
H  -2.775  -0.800  2.742  0.05
H  -0.675  -4.412  2.130  0.10
H  1.088  -5.860  3.034  0.12
H  3.386  -4.966  3.375  0.12
H  3.894  -2.650  2.751  0.08
H  2.951  1.431  2.675  0.09
H  4.572  -0.455  3.455  0.07
H  4.216  0.924  4.464  0.13
H  3.104  -1.889  4.839  0.09
H  4.245  -1.024  5.853  0.12
H  1.942  -0.966  6.816  0.12
H  2.434  0.663  6.365  0.12
H  0.792  -1.211  4.600  0.11
H  0.108  0.113  5.538  0.12
H  0.478  0.773  3.194  0.03
H  1.386  1.771  4.325  0.13
H  3.508  -0.207  -0.369  -0.01
H  5.323  0.968  -0.052  0.11
H  4.518  1.398  1.433  0.10
H  6.943  0.926  1.669  0.12
H  6.002  -0.117  2.707  0.09
H  7.129  -0.925  -0.011  0.12
H  7.745  -1.425  1.558  0.12
H  6.247  -3.184  0.612  0.12
H  5.591  -2.517  2.092  0.10
H  4.878  -1.886  -0.797  0.11
H  3.825  -2.711  0.322  0.09
H  -2.849  -3.442  2.401  0.10
H  -4.620  -4.812  1.403  0.12
H  -4.986  -4.758  -1.060  0.12
H  -3.568  -3.389  -2.475  0.10
H  0.689  -2.413  -3.182  0.07
H  -1.459  -4.568  -3.031  0.12
H  -1.205  -3.501  -4.419  0.11
H  -0.060  -5.663  -4.780  0.12
H  1.119  -4.368  -4.664  0.12
H  0.361  -6.274  -2.397  0.12
H  1.857  -6.330  -3.320  0.12
H  2.169  -5.155  -1.123  0.12
H  2.494  -4.084  -2.484  0.11
H  -0.105  -4.229  -0.872  0.12
H  1.083  -2.943  -0.770  0.08
H  -2.876  -2.066  -3.586  0.09
H  -0.634  -1.209  -4.708  0.09
H  -2.185  -0.985  -5.470  0.13
H  -0.793  1.070  -3.751  0.05
H  -0.820  1.118  -5.490  0.11
H  -2.648  2.540  -4.124  0.11
H  -3.043  1.784  -5.639  0.12
H  -4.663  1.411  -3.584  0.12
H  -4.340  0.086  -4.675  0.12
H  -2.864  0.529  -2.040  0.08
H  -4.156  -0.616  -2.281  0.12
N  -0.560  1.960  1.312  -0.02
C  -1.059  3.246  0.769  -0.21
C  -1.787  2.969  -0.513  -0.22
N  -0.847  2.259  -1.415  -0.03
H  -1.319  1.487  1.791  0.07
H  0.119  2.139  2.036  0.07
H  -0.201  3.890  0.575  0.13
H  -1.705  3.763  1.471  0.13
H  -2.158  3.892  -0.949  0.13
H  -2.642  2.319  -0.329  0.12
H  -0.095  2.894  -1.646  0.09
H  -1.313  2.080  -2.293  0.04
C  3.249  1.748  -1.980  -0.26
P  1.979  0.513  -2.472  0.79
C  2.876  -1.081  -2.652  -0.26
C  1.769  0.946  -4.233  -0.26
H  4.228  1.447  -2.348  0.06
H  3.309  1.891  -0.900  0.03
H  2.994  2.705  -2.436  0.05
H  3.942  -0.904  -2.785  0.07
H  2.500  -1.586  -3.542  0.05
H  2.732  -1.746  -1.804  0.01
H  2.759  0.940  -4.688  0.07
H  1.325  1.933  -4.355  0.05
H  1.137  0.213  -4.737  0.03

Atoms 1-6, force components in eV/Å:
Sc 0.069 1.043 0.231
C -0.120 0.271 0.314
Si -0.092 -0.027 -0.558
C 0.200 -0.164 0.186
C 0.070 0.023 0.004
C -0.015 0.026 -0.029

=====

Entry 4:
ORCA calculation (ωB97M-V/def2-TZVPD) on H2N2O3S as an isolated structure in a non-equilibrium geometry.

## Properties
- Net charge: 0
- Strongest force on any atom: 0.1547 Eh/bohr
- Energy relative to the best compared isomer or geometry (same formula, charge and spin): 81.0 kcal per mole
- Orbital gap (spin up / spin down): 8.7 / 8.5 eV
- Highest occupied orbital energy (spin up / spin down): -10.7 / -10.6 eV

Each line ends with the Löwdin charge.
CARTESIAN COORDINATES (ANGSTROEM)
N  -0.015  0.336  0.141  0.09
N  -0.870  1.180  -0.455  -0.08
O  -0.377  2.750  -0.347  -0.22
O  -3.177  -0.022  1.059  -0.40
O  -2.036  -1.213  -0.588  -0.45
S  -2.827  -0.070  -0.299  0.81
H  0.729  0.818  0.716  0.16
H  -0.204  -0.641  0.271  0.09

Atoms 1-6, force components in eV/Å:
N -0.475 5.284 -0.333
N 5.274 4.293 2.325
O -2.028 -7.687 -0.256
O -0.779 0.942 2.329
O 1.013 -1.416 -1.120
S -1.420 -0.200 -1.477

=====

Entry 5:
ORCA calculation (ωB97M-V/def2-TZVPD) on an isolated ion of composition C3H6IN2 and charge +1 in a non-equilibrium geometry.

## Properties
- Net charge: +1
- Strongest force on any atom: 0.0921 Eh/bohr
- Energy relative to the best compared isomer or geometry (same formula, charge and spin): 47.4 kcal per mole
- Orbital gap: 9.7 eV
- Structure (SMILES): I[C@H]1N=CC[NH2+]1
- Highest occupied orbital energy: -13.9 eV

Each line ends with the Löwdin charge.
CARTESIAN COORDINATES (ANGSTROEM)
C  -0.448  0.467  -1.386  -0.17
C  -0.378  0.680  0.065  -0.08
C  0.681  -1.334  -0.599  -0.84
N  0.060  -0.561  -1.927  0.11
N  0.169  -0.628  0.548  0.00
I  0.569  -3.387  -0.755  0.99
H  -0.957  1.009  -2.196  0.15
H  0.301  1.404  0.274  0.10
H  -1.368  0.929  0.577  0.18
H  1.755  -1.078  -0.731  0.09
H  0.939  -0.477  1.278  0.22
H  -0.700  -1.116  1.099  0.25

Atoms 1-6, force components in eV/Å:
C -0.957 -0.605 -3.237
C -3.056 -0.859 0.356
C 1.551 0.913 -4.379
N 0.970 -1.629 4.140
N -2.114 -0.623 4.053
I -0.397 -0.450 0.281

=====

Entry 6:
ORCA calculation (ωB97M-V/def2-TZVPD) on one molecule with the formula C12H12N6O in a non-equilibrium geometry.

## Properties
- Net charge: 0
- Strongest force on any atom: 0.0855 Eh/bohr
- Orbital gap: 7.9 eV
- Structure (SMILES): COCCCNc1nc(N)c(C#N)c(C#N)c1C#N
- Highest occupied orbital energy: -8.9 eV

Each line ends with the Löwdin charge.
CARTESIAN COORDINATES (ANGSTROEM)
N  4.605  2.238  -1.400  0.18
N  -0.153  -2.861  -2.146  0.19
N  3.884  -1.230  -2.807  0.22
C  3.495  1.903  -1.402  -0.19
C  0.079  -1.727  -1.888  -0.18
C  2.941  -0.842  -2.342  -0.14
N  -0.086  1.712  -0.532  0.18
O  -0.987  -1.783  1.250  -0.22
C  1.163  2.098  -0.776  -0.33
C  -0.332  0.438  -0.903  -0.21
C  2.186  1.318  -1.368  -0.12
C  0.586  -0.431  -1.575  -0.12
C  1.898  0.005  -1.808  -0.09
N  1.370  3.374  -0.310  0.14
N  -1.666  0.000  -0.733  0.06
C  0.351  -2.210  1.708  -0.06
C  -1.633  -0.977  2.159  -0.26
C  -2.478  0.583  0.309  -0.18
C  -2.905  -0.549  1.363  -0.11
H  0.577  3.749  0.129  0.08
H  2.072  4.022  -0.804  0.15
H  -1.739  -1.000  -0.793  0.10
H  0.797  -2.887  0.936  0.09
H  0.384  -2.737  2.707  0.10
H  0.990  -1.345  1.915  0.08
H  -1.897  -1.438  3.108  0.12
H  -1.045  -0.156  2.387  0.09
H  -2.060  1.387  0.900  0.10
H  -3.458  0.877  -0.129  0.12
H  -3.341  -1.369  0.775  0.12
H  -3.595  -0.165  2.070  0.09

Atoms 1-6, force components in eV/Å:
N -1.120 0.032 -0.037
N 0.396 3.810 0.864
N 3.151 -1.842 -1.547
C 1.059 -0.599 -0.153
C 0.455 -4.053 -1.120
C -3.334 2.462 1.462